1.
This record from the Open Molecules 2025 dataset describes a molecular structure, C27H58NP3Ru in a non-equilibrium geometry. The level of theory is wB97M-V/def2-TZVPD.

## Properties
- net charge = +2
- spin multiplicity = 5
- orbital gap (alpha / beta) (eV) = 7.46 / 6.40
- highest occupied orbital energy (alpha / beta) (Eh) = -0.46436 / -0.50766

```
90
Properties=species:S:1:pos:R:3:forces:R:3:lowdin_charge:R:1
C -3.0172 2.3649 0.8555 -0.4 0.0 0.3 -0.600
H -1.9206 -3.2793 2.6211 0.1 -0.1 0.0 0.061
C 0.7072 -1.8356 2.9072 0.0 -0.1 0.3 -0.249
H 2.5718 -6.1575 -1.3392 -0.2 0.3 0.0 0.116
H 3.8862 -2.1516 -1.9482 -0.3 -0.4 -0.3 0.095
H -0.3810 3.8219 4.3464 0.0 0.0 -0.3 0.109
H 1.8446 -3.5578 1.3576 -0.1 -0.2 -0.3 0.079
H 0.2681 1.2407 -4.0874 -0.1 0.2 -0.1 0.064
H 1.4270 3.6331 -0.1994 -0.1 0.1 0.1 0.088
H 1.3599 1.5098 1.8873 -0.1 0.2 0.2 0.051
C 1.0823 2.3646 2.5204 0.3 0.0 0.1 -0.084
C -2.1610 -2.2467 2.3783 -0.3 0.2 0.0 -0.223
N -0.3750 1.1989 0.0364 -2.4 6.0 1.3 -0.366
H -1.1135 -2.0432 -3.1393 0.2 0.2 -0.1 0.066
C -0.9610 3.9264 -1.6028 0.0 -0.1 -0.4 -0.082
C 3.4292 -3.1463 -1.9341 0.3 -0.8 -1.6 -0.105
H -0.3658 -1.3692 -4.6218 0.0 -0.1 0.3 0.076
C -0.7160 4.1274 -0.1037 -0.1 0.3 -0.1 -0.608
C 2.4743 -0.4304 -3.3088 0.4 0.1 -0.3 -0.210
H 3.2126 -0.4994 -2.5067 -0.2 0.1 -0.3 0.038
C -3.6632 3.2225 1.9774 -0.1 0.1 -0.1 -0.064
H 2.6997 -1.1842 -4.0674 0.0 0.2 0.2 0.054
H 0.7358 -4.6902 -3.2603 0.2 0.1 0.1 0.108
H -0.5140 1.3592 4.3216 -0.2 0.1 -0.3 0.105
H -0.4585 4.7295 -2.1619 -0.2 -0.1 0.2 0.109
C 1.2912 -4.7075 -0.3640 0.8 -0.8 1.3 -0.124
H 0.3781 -2.7525 -3.7658 -0.3 0.6 0.0 0.021
H 0.6911 1.7638 -2.4220 -0.1 -0.3 -0.2 0.025
H -4.7497 2.5227 -0.4119 0.4 0.0 0.0 0.105
Ru 0.2896 -0.4305 -0.2404 -0.4 1.1 -0.5 0.865
H 1.0051 5.3134 -0.5849 -0.1 -0.3 0.2 0.103
H -2.5965 -1.7642 3.2672 0.4 -0.1 -0.2 0.069
H 0.6120 -1.2722 3.8576 0.0 -0.3 -0.5 0.066
C 3.6612 -4.2350 0.3379 0.7 0.3 0.2 -0.161
H 1.6370 3.2437 2.1810 -0.1 -0.3 0.0 0.068
H -2.6314 5.1908 0.1571 0.4 0.2 0.1 0.066
H -2.0165 3.9289 -1.8868 0.3 0.1 0.1 0.071
H 1.8485 -2.1364 -0.3388 -0.5 -0.2 -0.5 0.075
H 1.6729 -1.5489 2.4533 -0.5 -0.2 0.2 0.053
H 0.2132 -4.7499 -0.1531 0.6 0.3 0.0 0.115
H -1.4331 5.5011 1.4522 -0.2 0.1 -0.3 0.068
H -0.5321 2.9863 -1.9343 -0.1 0.2 0.0 0.012
H -2.9423 0.2221 0.3585 -0.1 0.2 0.1 0.062
P 0.7891 -0.6110 -2.6331 0.0 1.6 0.3 0.837
H -1.2232 6.2351 -0.1433 -0.1 -0.4 0.1 0.113
H 5.2403 -3.7952 -1.0715 -0.3 -0.1 0.1 0.126
H 2.2334 -5.4989 -3.6271 -0.1 0.3 0.3 0.141
H 4.2423 -5.1271 -1.5755 -0.2 0.5 0.1 0.115
H -3.4179 4.2867 1.8650 -0.1 -0.4 0.2 0.073
H -0.1639 4.7776 2.8680 -0.2 -0.2 0.2 0.075
C 2.4809 -3.5100 -2.8262 1.5 -0.2 -0.3 -0.167
H -3.6275 3.8506 -0.6686 0.0 -0.5 0.0 0.068
H 4.1266 -3.4329 0.9284 0.0 -0.2 0.0 0.116
C 1.7614 -4.8314 -2.8786 0.2 -0.4 0.1 -0.159
H 0.6742 -2.9106 3.1140 0.2 0.1 0.2 0.056
H -4.7608 3.1341 1.8999 0.4 0.0 0.0 0.110
P -1.1498 2.5669 0.8303 1.0 -1.8 -1.0 1.083
H -2.9325 -2.2376 1.6028 0.2 0.0 0.0 0.057
H -4.4915 0.8038 1.0180 0.4 0.1 -0.1 0.106
H 0.8654 -6.3239 -1.6369 0.3 0.2 0.0 0.126
C -1.5657 5.3253 0.3788 0.1 0.1 0.2 -0.058
C 0.7700 4.4666 0.0793 0.3 0.2 0.0 -0.079
H -1.2623 -2.5735 -0.4367 0.1 -0.1 0.4 0.108
C -0.7168 3.9365 3.3033 0.0 0.0 0.1 -0.060
C -1.0691 1.4695 3.3742 0.0 -0.4 0.3 -0.115
H -0.9407 1.0783 -2.7618 0.3 0.1 -0.1 0.043
H 2.5933 0.5423 -3.8029 -0.2 -0.1 0.3 0.066
H -1.7863 4.1745 3.3360 0.4 0.0 0.0 0.068
C 0.8461 -2.2211 -0.8032 -0.2 -1.9 0.4 -0.406
H -3.2603 2.2189 -1.3311 -0.1 0.2 0.2 0.087
C -3.6771 2.7720 -0.4789 -0.1 0.0 -0.1 -0.079
H -0.9801 0.5083 2.8263 -0.2 0.7 0.4 -0.028
H -2.1206 1.6413 3.6332 0.4 -0.1 -0.1 0.073
H 2.3129 -2.9193 -3.7279 -0.2 0.2 0.7 0.077
C 1.6620 -5.5719 -1.5254 0.0 -0.9 -0.4 -0.163
H -3.3800 2.8807 2.9813 -0.2 0.2 -0.4 0.067
C 0.1245 1.0484 -3.0250 -0.2 -0.6 -0.4 -0.292
C -0.1611 -1.8017 -3.6320 -0.1 -0.2 -0.2 -0.201
H 1.4235 2.1638 3.5490 -0.2 0.0 -0.3 0.100
H 1.0106 4.8025 1.0945 -0.1 -0.2 -0.3 0.070
P -0.6645 -1.3876 1.7966 0.6 0.6 -0.6 0.844
H -3.1395 0.5451 2.1044 0.1 0.1 -0.3 0.054
C -3.3937 0.8979 1.0982 -0.3 -0.4 0.2 -0.107
C 4.1950 -4.1371 -1.0992 0.1 -0.1 0.3 -0.168
H 4.0131 -5.1789 0.7884 -0.3 0.3 0.0 0.136
H -0.1003 -3.2344 0.7833 -0.2 -0.4 -0.3 0.046
C -0.3417 -2.3962 0.1346 -0.1 -1.6 0.9 -0.444
C 2.1762 -4.0858 0.4588 -0.9 -2.1 -0.2 -0.128
C -0.4408 2.6086 2.5595 0.0 0.1 0.4 -0.606
H 0.7763 -2.9319 -1.6120 0.2 0.5 -0.1 0.030
```
Forces are in eV/Å.

2.
This record from the Open Molecules 2025 dataset describes a molecular structure, C56H53N5O5S3TeV in a non-equilibrium geometry. The level of theory is wB97M-V/def2-TZVPD.

## Properties
- spin multiplicity = 2
- orbital gap (alpha / beta) (eV) = 5.82 / 5.93
- highest occupied orbital energy (alpha / beta) (Eh) = -0.26910 / -0.27189

```
124
Properties=species:S:1:pos:R:3:forces:R:3:lowdin_charge:R:1
C -3.0661 -3.2877 4.7141 0.0 0.0 0.0 -0.228
O -3.3245 -5.2700 2.9949 0.0 0.0 0.0 -0.294
O 3.3333 -1.5247 -0.3565 -0.1 0.0 -0.2 0.058
H -2.5580 3.7335 1.6729 0.0 0.0 0.0 0.133
N 0.9257 -0.9805 2.1318 -0.1 0.2 0.2 0.121
H 8.0465 0.7808 2.9137 0.0 0.0 0.0 0.079
C -0.8980 1.3328 -3.2509 -0.1 0.0 -0.1 -0.170
H 4.4839 5.9018 0.7293 0.0 0.0 0.0 0.077
H 0.0958 2.1133 4.6689 0.0 0.0 0.0 0.133
C 0.5479 3.0652 -4.0978 0.0 0.0 0.0 -0.112
C 5.6368 6.5712 -2.9852 0.0 0.0 0.0 -0.266
O 1.6303 -0.1088 4.0746 0.2 -0.2 0.1 0.044
C 1.2121 -3.2999 2.9247 0.0 0.1 0.1 -0.177
H -4.2791 -2.6303 -3.8932 0.0 0.0 0.0 0.103
C -3.1100 -1.8777 2.7974 -0.2 -0.2 0.0 -0.785
C 4.2150 5.0113 0.1614 0.0 0.0 0.0 -0.077
C -2.6403 -2.0729 4.2171 0.0 0.1 0.0 -0.221
C 1.0783 -4.2231 1.8955 0.0 -0.1 0.0 -0.060
N -1.3006 0.7751 -0.8771 -0.4 0.3 0.0 0.093
C -0.6021 0.5517 -4.3625 0.0 0.0 0.0 -0.014
H 5.2509 3.0239 -5.0794 0.0 0.0 0.0 0.085
H -1.6355 -0.2422 4.6491 0.0 0.0 0.0 0.082
C 6.0183 1.3936 -1.0608 0.0 0.0 0.1 -0.282
C -0.3123 2.5885 -3.1195 0.0 0.0 0.0 -0.054
H -1.5378 3.8625 3.9514 0.0 0.0 0.0 0.122
C -1.7886 3.0434 1.9871 0.0 -0.1 0.1 0.042
H -1.0483 -0.4326 -4.4542 0.0 0.0 0.0 0.098
C 0.2597 1.0280 -5.3427 0.0 0.0 0.0 -0.065
H -4.0158 1.1360 -1.7922 0.0 0.0 0.0 0.139
O -5.3732 -4.1695 3.8148 0.0 0.0 0.0 -0.290
H 3.2384 1.4818 2.5677 0.0 0.0 0.0 0.078
C 5.5803 0.9891 1.6569 0.0 0.0 0.0 -0.015
S -2.7918 -0.4247 1.9515 0.2 -0.1 0.2 0.694
C -1.6357 -1.6117 6.3320 0.0 0.0 0.0 -0.076
C 0.8286 2.2864 -5.2143 0.0 0.0 0.0 -0.091
C 0.0419 1.1501 2.7532 0.1 0.3 0.1 -0.199
C 0.0031 -4.7818 4.3884 0.0 0.0 0.0 -0.073
H 3.6325 2.7068 -4.4670 0.0 0.0 0.0 0.005
H -0.6978 -6.6059 3.5111 0.0 0.0 0.0 0.108
C -2.0663 -2.8467 6.8133 0.0 0.0 0.0 -0.077
H 2.5692 -1.8350 4.7451 0.0 0.0 0.0 0.123
Te 3.2040 2.4690 -1.7093 0.1 0.0 0.2 1.467
H 5.5650 5.7970 -4.9751 0.0 0.0 0.1 0.119
H 1.0047 4.0426 -3.9886 0.0 0.0 0.0 0.107
C 0.8775 -0.0386 2.9915 0.0 0.1 -0.1 -0.352
H 7.2223 1.0124 -2.7936 0.0 0.0 0.0 0.081
C -1.2263 3.0908 3.2590 0.0 0.1 0.1 0.000
C -2.2904 -2.9904 -4.6299 0.0 0.0 0.0 -0.107
C 4.5411 1.4591 0.8643 0.0 0.0 0.0 -0.316
H 2.8121 2.6749 1.3253 0.0 0.0 0.0 0.053
H 3.9094 4.0399 -5.5943 0.0 0.0 0.0 0.082
C 7.9375 0.1815 2.0077 0.0 0.0 0.0 -0.049
H 0.7312 -2.8673 4.9889 0.0 0.0 -0.1 0.103
N -0.4084 1.1812 1.5103 -0.2 0.0 -0.1 0.026
C 2.4905 -1.0750 -1.1118 0.0 -0.1 0.3 -0.607
H 0.2723 -6.1100 1.2885 0.0 0.0 0.0 0.111
C -0.9556 -3.1388 -4.2780 0.0 0.0 0.0 -0.105
H 5.8360 8.7157 -3.0512 0.0 0.0 0.0 0.081
C 6.8374 0.7143 1.1302 0.0 0.0 0.0 -0.259
C 5.2942 5.6269 -3.9361 0.0 0.0 0.0 -0.021
H 8.0004 0.6946 -0.6643 0.0 0.0 0.0 0.116
H 1.4948 2.6614 -5.9821 0.0 0.0 0.0 0.102
C 0.6638 -3.5816 4.1740 0.0 0.0 0.0 -0.032
C 5.2666 6.3310 -1.6648 0.0 -0.1 0.0 -0.017
H 0.4840 0.4148 -6.2076 0.0 0.0 0.0 0.108
N -3.8003 -2.8703 2.3234 0.1 0.2 -0.1 -0.070
C 4.2606 4.2240 -2.2726 0.0 0.1 -0.1 -0.408
H -3.5570 -2.3821 -1.5354 0.0 0.0 0.0 0.109
C -1.4820 -2.6939 -1.9583 -0.3 0.2 -0.2 -0.643
C 2.5211 -1.2516 3.8336 -0.1 0.1 0.0 -0.024
S -3.9952 -4.0769 3.4292 0.1 -0.1 -0.1 0.624
C 4.5792 5.1836 -1.2892 0.1 0.0 -0.1 -0.292
C 4.6124 4.4516 -3.6075 0.0 0.0 0.0 -0.316
C -1.8324 1.7352 -0.2201 0.2 0.2 0.3 -0.367
N 1.3186 -0.5380 -0.6085 -0.1 0.2 0.2 -0.048
H -0.2175 -3.3783 -5.0348 0.0 0.0 0.0 0.104
H 1.4880 -4.0003 0.9179 0.0 0.0 0.0 0.103
H 5.4005 0.8293 2.7169 0.0 0.0 0.0 0.113
H 2.1683 -0.2077 -3.0609 0.0 0.0 0.0 0.041
H 2.4733 0.9742 1.0433 0.0 0.0 0.0 0.040
H 8.8950 0.1801 1.4869 0.0 0.0 0.0 0.074
C -1.9261 -1.2121 5.0326 0.0 0.0 -0.1 -0.038
H -3.2982 2.4515 -2.7827 0.0 0.0 0.0 0.136
C -1.3463 2.0475 1.1408 0.2 0.2 -0.2 -0.226
H 3.1453 4.8324 0.2798 0.0 0.0 0.0 0.058
H -2.6005 -3.1041 -5.6615 0.0 0.0 0.0 0.099
H 4.7315 4.1564 0.6032 0.0 0.0 0.0 0.070
H 2.6494 -2.1196 1.8524 0.0 0.0 -0.1 0.131
C 2.6403 -1.0765 -2.6083 0.1 -0.1 -0.1 -0.018
H 7.7264 -0.8445 2.3179 0.0 0.0 0.0 0.083
C 3.1910 1.6646 1.4914 0.0 0.0 0.0 -0.086
C -3.1208 1.7166 -2.0058 0.1 0.1 0.2 -0.008
H -2.2055 -0.1800 -2.5229 0.0 -0.1 0.0 0.119
C 1.9043 -1.9901 2.6341 -0.2 0.1 -0.1 -0.184
C 0.3965 -5.4118 2.1070 0.0 0.0 -0.1 -0.062
C -3.2294 -2.7180 -3.6389 0.0 0.0 -0.1 -0.092
C 4.3250 3.4974 -4.7414 0.0 0.0 0.0 -0.090
C -1.8924 0.8173 -2.2372 0.0 0.0 0.2 -0.192
H -1.0795 -0.9528 6.9879 0.0 0.0 0.0 0.103
C -0.1396 -5.6939 3.3522 -0.1 0.0 0.1 -0.075
C -0.3102 2.1294 3.6669 0.0 -0.1 0.0 0.040
C 7.0315 0.9175 -0.2273 0.0 0.0 0.0 -0.009
H 5.5047 1.2539 -3.1511 0.0 0.0 0.0 0.051
V -0.0704 -0.4923 0.3007 -0.1 -1.4 -1.2 0.597
C 4.7668 1.6826 -0.5011 0.1 0.0 0.0 -0.404
H -0.5173 3.2003 -2.2470 0.0 0.0 0.0 0.117
H -0.4214 -4.9945 5.3604 0.0 0.0 0.0 0.099
H 3.7017 -1.1095 -2.8510 0.0 0.0 0.0 0.087
H 5.5168 7.0634 -0.9025 0.0 0.0 0.0 0.118
H -3.1594 -4.6585 6.3686 0.0 0.0 0.0 0.126
C -2.8318 -2.5760 -2.3187 0.1 0.0 0.1 -0.133
C 6.3326 1.5809 -2.5204 0.0 0.0 0.0 -0.066
C -0.5585 -2.9953 -2.9551 0.2 0.0 0.1 -0.121
H 2.1562 -1.9716 -3.0116 0.1 0.1 0.1 0.069
C -2.8035 -3.7027 6.0030 0.0 0.0 0.0 -0.048
H 3.4967 -0.8340 3.5950 0.1 0.0 0.0 0.121
H 6.5552 7.8807 -4.4305 0.0 0.0 0.0 0.073
O -2.8044 2.4472 -0.7645 0.2 -0.2 -0.3 0.053
H 7.3585 7.8561 -2.8587 0.0 0.0 0.0 0.083
H 0.4772 -3.1497 -2.6723 -0.1 0.0 0.0 0.086
S -1.0505 -2.5785 -0.2524 0.4 0.2 0.4 0.673
H 6.5178 2.6328 -2.7522 0.0 0.0 0.0 0.081
H -1.8375 -3.1342 7.8322 0.0 0.0 0.0 0.105
C 6.3862 7.8229 -3.3551 0.0 0.0 0.0 -0.050
```
Forces are in eV/Å.

3.
This record from the Open Molecules 2025 dataset describes C4H3FO in the gas phase in a non-equilibrium geometry. The level of theory is wB97M-V/def2-TZVPD.

## Properties
- relative energy (zero: lowest compared OMol25 entry of this formula, charge and spin) (eV) = 3.723
- orbital gap (eV) = 9.22
- SMILES = C#CC(=O)CF
- highest occupied orbital energy (Eh) = -0.37079

```
9
Properties=species:S:1:pos:R:3:forces:R:3:lowdin_charge:R:1
O 0.4426 1.7756 -0.1417 -2.7 -3.7 1.7 0.052
C 0.8925 -0.4307 -0.0320 11.2 -4.7 0.6 -0.036
H -1.9630 0.6431 -0.8100 1.1 -0.6 0.8 0.164
C 2.1142 -0.9508 -0.0278 -5.0 3.3 0.3 0.175
F -1.4074 -1.2142 -0.1295 -0.3 0.2 0.3 -0.024
C -1.3596 0.1533 0.0266 -6.5 1.3 1.5 -0.186
H -1.9860 0.5219 1.0047 1.5 -1.2 -2.0 0.191
H 3.3037 -1.0945 0.0101 -3.6 0.0 -0.2 0.103
C -0.0370 0.5963 0.0995 4.3 5.4 -3.0 -0.439
```
Forces are in eV/Å.